Record 1
DFT (ωB97M-V/def2-TZVPD) results for a cluster of 2 separate species, C33H47N2O6Si in total.

**DFT total energy**: -2135.86684 hartree
**LUMO energy**: -4.8 eV
**Frontier orbital gap**: 0.165 hartree

```
! wB97M-V def2-TZVPD RIJCOSX def2/J DEFGRID3
* xyz 1 1
C -3.18 -2.28 5.38
C -1.44 1.12 -3.23
N 0.75 0.75 -2.09
C 1.29 2.89 1.06
C -1.56 -5.95 -4.64
H -2.57 -3.75 -1.32
H -1.48 0.46 4.18
H -1.06 6.33 1.26
H -0.29 4.30 0.67
Si -2.03 -1.92 3.97
C 0.73 -0.56 -1.73
C 1.35 1.76 -1.22
O 3.08 5.94 3.25
H -1.85 1.60 -2.33
C 2.48 2.65 1.74
H 0.28 -2.65 3.39
H -1.52 -0.02 2.47
C -2.67 -3.30 -0.32
C 0.66 4.12 1.18
C -1.18 -3.60 -4.16
H -2.75 -1.83 6.29
O 0.99 6.50 1.70
C 4.94 2.30 3.22
C 3.10 3.67 2.48
C -1.67 -5.55 0.65
H 2.96 1.66 1.67
C 1.30 5.18 1.83
C -0.30 -5.31 -2.67
H 1.26 -0.80 -0.80
H 1.72 1.17 -4.68
H 0.17 -1.89 4.99
C -0.33 -2.58 4.30
C 1.14 3.06 -2.01
H 0.29 -3.19 -1.06
C -2.00 -4.12 0.68
C 0.09 -1.56 -2.44
H -2.21 -4.31 -5.91
C 0.70 1.82 0.17
C 2.46 4.92 2.59
O 1.57 4.18 -1.74
H -3.28 -3.36 5.56
H 4.25 1.59 3.69
H -3.74 -3.17 -0.08
H -2.49 -6.12 0.18
C -0.50 -3.93 -2.95
C -1.51 -5.96 2.11
H -0.49 -6.24 2.37
H -0.68 -7.35 -3.24
H -0.27 7.93 1.02
H 5.80 2.48 3.87
H -0.38 2.01 0.02
H 0.40 3.60 -5.04
H -1.97 -6.72 -5.29
H -0.36 -3.57 4.78
H 0.01 6.60 -0.16
H -3.04 0.25 3.34
C -0.03 3.76 -4.04
H -1.13 3.77 -4.13
H 0.66 -0.26 -4.68
C 0.08 1.32 -3.28
C -0.84 -6.30 -3.49
C 0.68 0.83 -4.60
H -0.77 -5.78 0.07
O -1.87 -4.74 2.90
H -2.22 -6.75 2.39
H 4.89 6.06 2.20
H 0.30 4.73 -3.66
H -4.18 -1.86 5.23
H -0.36 -1.27 -3.39
C -0.05 -2.89 -2.05
H 0.81 0.83 0.64
H 3.59 7.18 1.64
C -2.02 -0.15 3.44
H -1.71 0.06 -3.20
C -1.70 -4.60 -4.98
H -1.31 -2.56 -4.45
C 4.07 6.71 2.50
H 0.29 -5.58 -1.79
H -2.21 -2.30 -0.34
H 2.43 1.59 -1.12
O 4.33 3.60 3.07
N 0.39 2.74 -3.11
C -0.16 6.85 0.90
H 4.42 7.47 3.20
C -2.18 -3.79 2.03
H 5.27 1.91 2.25
H -1.90 1.56 -4.13
H 0.10 1.25 -5.44
O -2.61 -2.65 2.50
*
```


Record 2
DFT (ωB97M-V/def2-TZVPD) results for a cluster of 2 separate species, C4H11N2O in total.

**DFT total energy**: -343.71409 hartree
**LUMO energy**: 4.3 eV
**Frontier orbital gap**: 0.249 hartree
**Energy relative to the best compared isomer or geometry (same formula, charge and spin)**: 35.82 kcal/mol

```
! wB97M-V def2-TZVPD RIJCOSX def2/J DEFGRID3
* xyz -1 1
H -0.87 -1.55 -2.70
H -3.44 0.49 0.38
H 3.28 1.63 1.44
H -0.78 -0.64 0.73
H 1.52 1.56 1.71
N -2.78 0.03 0.96
H 0.08 -1.06 -1.38
H 2.98 0.33 -0.67
H -2.90 -1.57 -1.42
N -0.73 -1.62 -1.70
H -2.39 0.65 1.65
C 2.34 1.04 1.27
C 2.05 0.79 -0.22
O 0.93 0.03 -0.38
H 1.95 1.80 -0.68
C -1.77 -0.70 0.26
C -1.90 -1.28 -0.98
H 2.42 0.06 1.74
*
```


Record 3
DFT (ωB97M-V/def2-TZVPD) results for a cluster of 2 separate species, C2H7N3O2 in total.

**Structure (SMILES)**: [H]/N=N/N.CC(=O)O
**DFT total energy**: -395.10530 hartree
**LUMO energy**: 1.0 eV
**Frontier orbital gap**: 0.394 hartree
**Energy relative to the best compared isomer or geometry (same formula, charge and spin)**: 62.56 kcal/mol

```
! wB97M-V def2-TZVPD RIJCOSX def2/J DEFGRID3
* xyz 0 1
H 0.46 -0.18 0.96
H -3.17 0.63 -0.09
C -2.35 1.25 0.09
H -2.43 1.64 1.06
N 1.98 -0.83 -1.13
H 2.27 -1.23 -1.95
C -1.20 0.26 0.00
H -2.40 1.93 -0.72
N 2.00 -0.85 1.06
O -1.09 -0.55 -0.86
O -0.30 0.45 0.95
N 2.64 -0.93 -0.06
H 2.71 -0.76 1.72
H 0.88 -0.84 -1.04
*
```


Record 4
DFT (ωB97M-V/def2-TZVPD) results for an isolated molecule of C8H10O.

**Structure (SMILES)**: C=C[C@H]1C=C[C@@H](O)C1=C
**DFT total energy**: -385.99467 hartree
**LUMO energy**: 1.0 eV
**Frontier orbital gap**: 0.385 hartree
**Energy relative to the best compared isomer or geometry (same formula, charge and spin)**: 49.65 kcal/mol

```
! wB97M-V def2-TZVPD RIJCOSX def2/J DEFGRID3
* xyz 0 1
C 0.49 0.77 1.33
H -0.34 -2.50 -1.39
H 0.00 2.51 -1.93
C 0.29 0.69 -0.12
C 0.29 -0.80 -0.33
C 0.96 -0.38 1.85
H 1.24 -0.53 2.90
O 0.24 -2.63 1.21
H -1.83 2.95 -1.89
C -0.97 2.38 -1.46
H 1.10 1.23 -0.69
H 0.43 1.73 1.88
H -0.85 -0.93 -2.20
H -1.95 1.12 -0.10
H 1.93 -1.83 0.55
H -0.64 -2.32 1.49
C -1.00 1.43 -0.55
C -0.32 -1.42 -1.36
C 0.93 -1.48 0.81
*
```


Record 5
DFT (ωB97M-V/def2-TZVPD) results for a cluster of 3 separate species, C14H33N2O11P3 in total.

**Structure (SMILES)**: CCOP(=O)(OCC)OCC.CCOP(=O)(OCC)OCC.O=C=NPCON=O
**DFT total energy**: -2514.21885 hartree
**LUMO energy**: -1.5 eV
**Frontier orbital gap**: 0.300 hartree

```
! wB97M-V def2-TZVPD RIJCOSX def2/J DEFGRID3
* xyz 0 1
H -0.11 -1.98 -4.77
C -0.77 -0.14 0.07
O 4.08 -1.07 0.99
H -0.16 -3.56 -2.83
H 0.81 6.98 6.23
C 3.84 0.54 6.08
H -5.21 -3.08 -3.40
H -1.47 -1.68 -3.73
O -3.43 -0.90 0.57
O -4.02 -2.03 -4.76
H 2.44 6.91 6.93
O -3.55 -2.95 -7.05
O -1.61 -1.31 -0.23
C -1.05 -2.41 -4.42
H 4.91 0.62 6.26
H 3.21 1.85 7.64
C 3.11 1.78 6.56
O 4.68 3.61 4.01
O 3.38 5.22 4.96
C 4.37 1.73 2.46
C 2.97 -1.43 0.54
H 1.50 5.44 6.79
H -4.14 -4.86 -7.64
H -4.36 -1.80 -1.42
H -1.67 -4.25 -3.46
H 5.50 1.75 4.31
P -3.37 -3.39 -5.46
H -1.17 0.78 -0.52
H 1.70 0.67 -0.71
P 0.95 -0.56 -0.70
H -0.20 -4.39 -4.41
H 3.47 -0.35 6.59
H -3.76 -3.72 -8.92
O -4.63 -4.26 -5.38
H 2.75 7.11 4.55
H -6.17 -3.25 -7.09
C -5.70 -3.40 -8.06
H -0.66 0.07 1.19
H 4.82 0.79 2.15
H 6.19 2.70 3.02
H -3.05 -2.63 -2.25
H 1.56 5.87 4.19
N 1.69 -1.72 0.47
C -4.24 -3.81 -7.95
H 4.24 2.37 1.58
H 3.37 1.52 2.86
C 2.32 6.17 4.91
O 1.60 3.64 5.05
O -1.89 -2.53 -5.55
H 3.70 0.39 5.00
H 2.05 1.69 6.33
C -4.72 -2.11 -3.52
C -3.80 -1.84 -2.35
H -5.78 -2.45 -8.60
C 1.73 6.38 6.29
H -6.27 -4.16 -8.61
H -3.27 -0.89 -2.48
P 3.07 3.63 4.61
O 3.68 2.96 6.01
H -5.50 -1.35 -3.55
C 5.24 2.42 3.49
N -2.45 -1.58 0.81
C -0.76 -3.73 -3.74
*
```


Record 6
DFT (ωB97M-V/def2-TZVPD) results for a structure of composition C4H5NO2.

**DFT total energy**: -360.45167 hartree
**LUMO energy (spin up / spin down)**: -0.9 / -0.9 eV
**Frontier orbital gap (spin up / spin down)**: 0.336 / 0.336 hartree
**Energy relative to the best compared isomer or geometry (same formula, charge and spin)**: 136.64 kcal/mol

```
! wB97M-V def2-TZVPD RIJCOSX def2/J DEFGRID3
* xyz 0 1
H -0.70 -0.94 -1.54
O 0.30 1.45 1.48
N 0.93 -0.26 0.76
C -0.15 -1.12 -0.63
H -1.46 1.74 0.37
H 0.09 -2.17 -0.47
H -1.02 -0.84 1.50
C -0.53 -0.38 0.65
O 0.19 1.21 -0.82
C -0.56 1.13 0.49
C 0.97 0.09 -0.63
H 1.93 0.10 -1.16
*
```